(1)
{
  "formula": "C19H19ClNO5",
  "method": "wB97M-V/def2-TZVPD",
  "elements": ["C", "O", "C", "C", "C", "C", "C", "C", "N", "O", "O", "C", "C", "H", "H", "H", "H", "H", "H", "H", "H", "H", "C", "C", "O", "C", "C", "C", "C", "C", "Cl", "C", "C", "C", "O", "H", "H", "H", "H", "H", "H", "H", "H", "H", "H"],
  "positions_angstrom": [[-4.807, -1.148, 2.188], [-4.097, 0.113, 2.188], [-2.754, 0.118, 2.401], [-2.109, 1.396, 2.469], [-0.768, 1.476, 2.759], [-0.002, 0.316, 3.044], [1.398, 0.388, 3.503], [2.300, -0.608, 3.016], [3.666, -0.394, 2.953], [4.479, -1.339, 2.724], [4.070, 0.786, 3.150], [-0.582, -0.925, 2.721], [-1.942, -1.039, 2.419], [-5.850, -0.821, 2.149], [-4.559, -1.742, 1.293], [-4.620, -1.735, 3.105], [-2.735, 2.279, 2.341], [-0.300, 2.459, 2.813], [1.773, 1.424, 3.542], [1.988, -1.604, 2.670], [0.026, -1.822, 2.783], [-2.375, -2.031, 2.240], [5.260, -2.723, 5.399], [4.161, -2.139, 6.200], [3.635, -1.036, 5.422], [2.566, -0.483, 6.006], [1.997, 0.675, 5.206], [1.091, 1.620, 5.944], [0.713, 1.404, 7.284], [-0.130, 2.302, 7.936], [-0.483, 2.079, 9.585], [-0.631, 3.434, 7.250], [-0.188, 3.678, 5.942], [0.716, 2.821, 5.318], [2.210, -0.891, 7.117], [5.514, -3.705, 5.792], [5.003, -2.826, 4.346], [6.167, -2.127, 5.482], [3.355, -2.842, 6.370], [4.503, -1.724, 7.143], [2.956, 1.259, 4.804], [1.106, 0.538, 7.816], [-1.281, 4.140, 7.781], [-0.529, 4.571, 5.419], [1.146, 3.121, 4.362]],
  "nbo_charge": [-0.255, -0.507, 0.302, -0.272, -0.162, -0.076, -0.197, -0.284, 0.461, -0.580, -0.582, -0.107, -0.341, 0.194, 0.177, 0.184, 0.215, 0.213, 0.245, 0.192, 0.207, 0.208, -0.638, -0.063, -0.489, 0.803, -0.426, 0.093, -0.267, -0.062, -0.005, -0.263, -0.207, -0.248, -0.670, 0.187, 0.264, 0.204, 0.183, 0.180, 0.291, 0.272, 0.211, 0.204, 0.210],
  "total_charge": -1,
  "lumo_energy_ev": 2.573,
  "smiles": "CCOC(=O)[C@H](c1cccc(Cl)c1)[C@@H](C=[N+]([O-])[O-])c1ccc(OC)cc1",
  "energy_ev": -44257.82559,
  "mol_weight_g_mol": 376.82
}



(2)
{
  "formula": "C5H41N2O13S",
  "method": "wB97M-V/def2-TZVPD",
  "elements": ["C", "N", "C", "C", "S", "C", "N", "C", "H", "H", "H", "H", "H", "H", "H", "H", "H", "H", "H", "H", "H", "H", "H", "H", "H", "O", "H", "H", "O", "H", "H", "O", "H", "H", "O", "H", "H", "O", "H", "H", "O", "H", "H", "O", "H", "H", "O", "H", "H", "O", "H", "H", "O", "H", "H", "O", "H", "H", "O", "H", "H", "O"],
  "positions_angstrom": [[0.715, 0.583, 0.135], [0.245, -0.793, 0.041], [-0.085, -1.180, -1.412], [-1.229, -0.353, -1.990], [-1.023, -0.289, -3.754], [2.297, 0.553, 0.325], [2.866, -0.912, 0.014], [4.260, -0.939, 0.567], [0.543, 1.170, -0.819], [0.239, 1.200, 0.890], [-0.561, -0.842, 0.666], [0.844, -0.982, -1.957], [-0.442, -2.238, -1.340], [-2.201, -0.770, -1.761], [-1.395, 0.640, -1.527], [-1.139, -1.587, -4.102], [2.999, 1.258, -0.133], [2.232, 0.496, 1.432], [2.127, -1.537, 0.430], [2.920, -1.062, -1.049], [4.904, -1.557, -0.083], [4.641, 0.091, 0.667], [4.416, -1.410, 1.546], [0.767, 4.661, 2.432], [0.465, 3.812, 1.237], [0.605, 3.743, 2.186], [0.883, -4.283, -2.874], [1.738, -4.540, -1.452], [1.427, -3.979, -2.156], [-2.983, 2.795, 1.226], [-2.076, 1.522, 1.320], [-2.349, 2.228, 0.728], [-2.182, 0.731, 3.563], [-3.669, 1.244, 3.671], [-2.976, 0.999, 3.048], [1.783, -4.637, 1.230], [0.828, -3.601, 0.395], [1.746, -3.837, 0.669], [1.840, 3.651, -1.198], [2.591, 2.520, -2.066], [2.455, 2.916, -1.201], [-0.040, 1.218, 3.823], [-0.692, 1.385, 5.198], [-0.742, 0.883, 4.381], [3.870, -2.746, -1.748], [2.566, -2.607, -2.589], [3.394, -2.120, -2.303], [-1.624, -3.001, 0.406], [-1.586, -4.319, -0.463], [-1.121, -3.516, -0.238], [-2.268, 3.169, 3.322], [-0.870, 3.448, 3.122], [-1.575, 3.663, 3.784], [-4.819, 0.143, -0.280], [-3.491, 0.654, -0.109], [-3.929, -0.149, -0.533], [-0.340, 3.579, -2.711], [-1.009, 3.523, -1.291], [-0.167, 3.533, -1.756], [-2.845, -0.928, 2.132], [-3.003, -1.280, 0.660], [-2.337, -1.222, 1.375]],
  "nbo_charge": [-0.258, -0.707, -0.270, -0.590, -0.029, -0.222, -0.604, -0.429, 0.213, 0.200, 0.408, 0.186, 0.272, 0.243, 0.239, 0.123, 0.260, 0.197, 0.487, 0.469, 0.217, 0.227, 0.234, 0.494, 0.485, -0.950, 0.503, 0.517, -0.998, 0.490, 0.501, -0.983, 0.513, 0.492, -1.031, 0.493, 0.519, -1.011, 0.505, 0.483, -0.980, 0.487, 0.505, -0.950, 0.476, 0.523, -0.964, 0.509, 0.494, -0.974, 0.454, 0.479, -0.963, 0.482, 0.496, -0.967, 0.492, 0.493, -0.977, 0.504, 0.507, -1.011],
  "total_charge": 1,
  "lumo_energy_ev": -2.270,
  "energy_ev": -46277.23162,
  "mol_weight_g_mol": 369.45,
  "de_lowest_kj_mol": 505.1
}



no.,gap between HOMO and LUMO (eV)
1,5.92
2,8.79